Entry 1:
{"formula": "C36H39BF4N5O4SW", "method": "ωB97M-V/def2-TZVPD", "homo_ev": [-3.70, -4.73], "s2": 2.045, "gap_ev": [5.96, 6.83], "multiplicity": 3, "total_charge": -1, "e_above_lowest_kcal_mol": 0.0, "e_tot_ev": -77818.9040, "elements": ["W", "C", "C", "C", "C", "C", "C", "N", "C", "C", "C", "C", "C", "C", "N", "N", "C", "C", "C", "C", "C", "N", "H", "H", "H", "H", "H", "H", "H", "H", "H", "H", "H", "H", "H", "C", "N", "C", "C", "C", "C", "C", "C", "C", "C", "H", "H", "H", "H", "H", "H", "H", "H", "H", "H", "H", "H", "F", "B", "F", "F", "F", "C", "C", "C", "C", "C", "C", "C", "S", "O", "O", "O", "H", "H", "H", "H", "H", "H", "H", "C", "C", "C", "O", "H", "H", "H", "H", "H", "H", "H"], "xyz": [[0.628, -0.203, 0.554], [3.272, -3.835, 3.819], [3.213, -2.563, 4.363], [2.319, -1.596, 3.994], [1.408, -1.849, 2.976], [1.504, -3.133, 2.366], [2.401, -4.084, 2.781], [0.482, -0.894, 2.484], [-0.341, -0.145, 3.333], [-0.581, -0.420, 4.677], [-1.566, 0.336, 5.367], [-2.122, 1.461, 4.773], [-1.833, 1.772, 3.419], [-0.937, 0.992, 2.746], [-0.467, 1.384, 1.468], [0.980, 1.545, 1.609], [1.677, 2.549, 0.965], [2.150, 3.684, 1.614], [2.842, 4.670, 0.967], [3.163, 4.479, -0.364], [2.773, 3.318, -0.960], [2.019, 2.387, -0.324], [3.993, -4.593, 4.128], [3.976, -2.275, 5.108], [2.402, -0.585, 4.367], [0.829, -3.323, 1.564], [2.403, -4.995, 2.196], [-0.005, -1.196, 5.214], [-1.806, 0.080, 6.406], [-2.714, 2.134, 5.400], [-2.329, 2.608, 2.912], [1.919, 3.923, 2.662], [3.111, 5.585, 1.466], [3.679, 5.212, -0.895], [3.034, 3.077, -1.971], [-2.543, 4.239, -1.514], [-1.793, 3.097, -2.024], [-2.667, 1.942, -2.037], [-0.626, 2.881, -1.191], [0.315, 1.920, -1.936], [0.318, 1.926, -3.278], [1.287, 1.259, -4.036], [2.272, 0.546, -3.341], [2.393, 0.556, -1.972], [1.360, 1.293, -1.140], [-3.299, 4.516, -2.256], [-1.833, 5.068, -1.357], [-3.112, 3.986, -0.601], [-3.613, 2.222, -2.475], [-2.857, 1.464, -1.061], [-2.172, 1.127, -2.639], [-0.847, 2.522, -0.203], [-0.083, 3.840, -1.143], [-0.425, 2.529, -3.787], [1.368, 1.323, -5.114], [2.993, -0.110, -3.852], [3.346, -1.060, -1.748], [3.959, 0.613, 2.845], [4.153, 0.215, 1.557], [2.750, -0.269, 1.088], [4.399, 1.300, 0.759], [4.986, -0.847, 1.452], [-3.690, -2.856, -4.736], [-2.482, -2.941, -3.828], [-1.547, -1.927, -3.883], [-0.421, -1.944, -3.090], [-0.190, -2.994, -2.204], [-1.104, -4.034, -2.152], [-2.198, -4.017, -2.979], [1.408, -3.120, -1.349], [3.394, -0.176, -1.416], [2.418, -2.839, -2.371], [1.371, -1.804, -0.499], [-3.383, -2.809, -5.764], [-4.343, -2.034, -4.425], [-4.258, -3.767, -4.729], [-1.753, -1.091, -4.506], [0.202, -1.044, -3.094], [-1.008, -4.917, -1.498], [-2.848, -4.890, -2.926], [-2.675, -1.711, 1.702], [-2.418, -0.864, 0.428], [-3.347, -1.293, -0.676], [-1.039, -0.946, -0.051], [-3.659, -1.485, 2.075], [-1.971, -1.469, 2.486], [-2.548, -2.781, 1.493], [-2.611, 0.187, 0.718], [-3.156, -2.300, -1.032], [-3.280, -0.609, -1.519], [-4.374, -1.129, -0.349]]}



Entry 2:
{"formula": "C36H39CsN4O2SSe2", "method": "ωB97M-V/def2-TZVPD", "homo_ev": -6.66, "gap_ev": 6.11, "total_charge": 0, "e_above_lowest_kcal_mol": 25.8, "e_tot_ev": -190095.9675, "elements": ["Cs", "C", "Se", "C", "C", "Se", "C", "H", "H", "H", "H", "H", "H", "H", "H", "H", "H", "C", "C", "C", "C", "N", "C", "C", "C", "C", "C", "C", "C", "H", "H", "H", "H", "H", "H", "H", "H", "N", "C", "S", "N", "C", "C", "C", "C", "C", "C", "H", "H", "H", "H", "H", "H", "H", "H", "C", "O", "C", "C", "C", "C", "C", "C", "N", "C", "C", "C", "C", "C", "C", "C", "O", "H", "H", "H", "H", "H", "H", "H", "H", "H", "H", "H", "H", "H"], "xyz": [[-0.497, -1.328, 0.800], [-0.097, 4.877, 2.828], [0.642, 3.362, 1.850], [-0.261, 3.729, 0.160], [-1.785, 3.652, 0.173], [-2.537, 1.853, 0.253], [-2.500, 1.523, 2.172], [0.106, 5.804, 2.295], [0.407, 4.906, 3.792], [-1.168, 4.770, 2.993], [0.167, 2.997, -0.527], [0.051, 4.728, -0.156], [-2.176, 4.052, -0.766], [-2.231, 4.239, 0.977], [-3.065, 2.296, 2.689], [-1.476, 1.507, 2.530], [-2.991, 0.562, 2.322], [-0.745, -0.135, 5.813], [-0.836, -1.487, 6.104], [-0.109, -2.392, 5.351], [0.708, -1.916, 4.324], [0.771, -0.615, 4.029], [0.070, 0.246, 4.757], [1.509, -2.830, 3.458], [1.688, -4.182, 3.760], [2.398, -5.013, 2.905], [2.938, -4.514, 1.724], [2.782, -3.169, 1.419], [2.080, -2.341, 2.286], [-1.296, 0.605, 6.377], [-1.474, -1.836, 6.906], [-0.188, -3.449, 5.558], [0.164, 1.289, 4.470], [1.290, -4.593, 4.679], [2.535, -6.054, 3.167], [3.491, -5.163, 1.057], [3.213, -2.744, 0.521], [2.752, 0.697, 1.421], [2.795, 1.198, 0.242], [1.763, 0.634, -1.049], [3.618, 2.262, -0.151], [4.437, 3.025, 0.687], [5.350, 2.429, 1.561], [6.164, 3.214, 2.363], [6.107, 4.599, 2.294], [5.222, 5.194, 1.406], [4.388, 4.418, 0.619], [2.064, -1.262, 2.076], [3.379, 1.180, 2.061], [3.307, 2.700, -1.001], [5.438, 1.351, 1.578], [6.866, 2.737, 3.036], [6.751, 5.206, 2.916], [5.167, 6.274, 1.336], [3.674, 4.884, -0.050], [-4.622, 2.168, -3.112], [-5.053, 0.869, -3.520], [-4.492, 0.428, -4.685], [-5.223, 0.469, -5.862], [-4.681, -0.024, -7.039], [-3.404, -0.565, -7.049], [-2.676, -0.630, -5.871], [-3.217, -0.146, -4.689], [-2.460, -0.207, -3.485], [-2.797, -0.770, -2.323], [-3.812, -1.637, -1.989], [-4.688, -2.285, -2.924], [-5.604, -3.188, -2.513], [-5.719, -3.494, -1.120], [-4.929, -2.909, -0.191], [-3.931, -1.929, -0.560], [-3.225, -1.362, 0.303], [-5.052, 2.344, -2.130], [-4.971, 2.925, -3.818], [-3.533, 2.220, -3.036], [-6.219, 0.893, -5.833], [-5.261, 0.015, -7.952], [-2.979, -0.947, -7.967], [-1.688, -1.072, -5.853], [-1.588, 0.303, -3.483], [-2.122, -0.476, -1.529], [-4.594, -2.072, -3.980], [-6.246, -3.684, -3.227], [-6.462, -4.217, -0.805], [-5.024, -3.136, 0.863]]}



Entry 3:
{"formula": "C36H39F9O36", "method": "ωB97M-V/def2-TZVPD", "homo_ev": -10.52, "smiles": "O=C1OC[C@@H](F)O1.O=C1OC[C@@H](F)O1.O=C1OC[C@@H](F)O1.O=C1OC[C@@H](F)O1.O=C1OC[C@@H](F)O1.O=C1OC[C@@H](F)O1.O=C1OC[C@@H](F)O1.O=C1OC[C@@H](F)O1.O=C1OC[C@@H](F)O1.O=C1OCCO1.O=C1OCCO1.O=C1OCCO1", "gap_ev": 10.81, "total_charge": 0, "e_tot_ev": -136133.3299, "elements": ["O", "C", "O", "C", "C", "F", "O", "H", "H", "H", "O", "C", "O", "C", "C", "F", "O", "H", "H", "H", "O", "C", "O", "C", "C", "F", "O", "H", "H", "H", "O", "C", "O", "C", "C", "F", "O", "H", "H", "H", "O", "C", "O", "C", "C", "F", "O", "H", "H", "H", "O", "C", "O", "C", "C", "F", "O", "H", "H", "H", "O", "C", "O", "C", "C", "F", "O", "H", "H", "H", "O", "C", "O", "C", "C", "F", "O", "H", "H", "H", "O", "C", "O", "C", "C", "F", "O", "H", "H", "H", "O", "C", "O", "C", "C", "O", "H", "H", "H", "H", "O", "C", "O", "C", "C", "O", "H", "H", "H", "H", "O", "C", "O", "C", "C", "O", "H", "H", "H", "H"], "xyz": [[0.486, -5.167, -2.174], [-0.673, -5.446, -2.357], [-1.699, -5.503, -1.492], [-2.849, -6.075, -2.154], [-2.505, -6.074, -3.598], [-3.171, -5.013, -4.132], [-1.164, -5.733, -3.600], [-3.153, -6.976, -1.646], [-3.737, -5.458, -2.084], [-2.672, -6.965, -4.217], [2.839, -2.341, 0.792], [3.380, -3.206, 0.133], [4.756, -3.475, 0.236], [5.104, -4.391, -0.737], [3.793, -4.741, -1.406], [3.336, -5.960, -1.016], [2.895, -3.773, -0.918], [5.742, -3.875, -1.422], [5.544, -5.263, -0.276], [3.777, -4.702, -2.482], [5.082, -0.825, -1.132], [5.714, -0.124, -0.435], [6.134, -0.278, 0.861], [7.021, 0.817, 1.223], [7.315, 1.450, -0.100], [8.541, 1.040, -0.633], [6.364, 0.974, -0.919], [6.432, 1.490, 1.879], [7.876, 0.373, 1.765], [7.296, 2.507, -0.177], [-1.905, -1.924, -2.947], [-2.931, -1.899, -3.502], [-3.010, -1.721, -4.822], [-4.460, -1.626, -5.186], [-5.193, -1.876, -3.837], [-5.963, -3.054, -4.031], [-4.170, -2.087, -2.948], [-4.680, -0.619, -5.612], [-4.630, -2.467, -5.879], [-5.765, -1.078, -3.410], [2.378, 1.002, 0.725], [1.417, 0.497, 0.272], [1.139, 0.311, -1.046], [-0.133, -0.354, -1.228], [-0.662, -0.500, 0.221], [-0.843, -1.812, 0.668], [0.334, -0.066, 0.995], [-0.834, 0.311, -1.756], [0.004, -1.306, -1.800], [-1.669, -0.105, 0.383], [-0.013, 3.786, 3.550], [0.254, 4.434, 2.537], [-0.619, 5.181, 1.938], [0.016, 5.769, 0.777], [1.549, 5.558, 1.063], [2.176, 6.573, 1.707], [1.475, 4.467, 1.966], [-0.387, 5.336, -0.116], [-0.209, 6.881, 0.911], [2.111, 5.231, 0.140], [-3.649, 0.090, 1.920], [-3.581, -1.109, 1.745], [-3.171, -2.009, 2.607], [-3.128, -3.285, 2.022], [-3.892, -3.071, 0.711], [-5.200, -3.457, 0.926], [-3.862, -1.672, 0.550], [-2.095, -3.613, 1.814], [-3.706, -3.829, 2.751], [-3.501, -3.577, -0.204], [1.650, 3.564, -4.736], [2.299, 3.085, -3.852], [3.056, 1.971, -3.965], [3.524, 1.629, -2.629], [3.372, 2.947, -1.917], [4.644, 3.587, -1.873], [2.513, 3.691, -2.689], [2.999, 0.766, -2.137], [4.547, 1.346, -2.720], [3.035, 2.938, -0.897], [0.530, -1.545, 6.357], [1.119, -1.616, 5.320], [2.359, -1.088, 5.084], [2.645, -1.259, 3.646], [1.654, -2.355, 3.267], [2.224, -3.602, 3.361], [0.678, -2.233, 4.222], [2.293, -0.426, 3.049], [3.642, -1.617, 3.436], [1.271, -2.270, 2.264], [-3.609, 3.618, 6.172], [-2.558, 3.090, 6.177], [-2.299, 1.957, 5.509], [-0.896, 1.694, 5.488], [-0.368, 2.748, 6.515], [-1.461, 3.621, 6.707], [-0.739, 0.661, 5.839], [-0.465, 1.977, 4.502], [0.456, 3.378, 6.121], [-0.097, 2.369, 7.528], [-5.094, 1.133, -4.498], [-4.130, 1.737, -4.224], [-3.997, 2.582, -3.188], [-2.655, 3.169, -3.244], [-1.965, 2.382, -4.339], [-3.015, 1.618, -4.957], [-2.703, 4.181, -3.439], [-2.170, 3.021, -2.267], [-1.268, 1.641, -3.882], [-1.558, 3.063, -5.092], [-0.899, 2.370, -0.641], [-1.680, 2.595, 0.250], [-1.407, 2.420, 1.519], [-2.469, 2.766, 2.336], [-3.595, 3.071, 1.351], [-2.889, 3.113, 0.135], [-2.779, 1.971, 3.010], [-2.162, 3.598, 2.980], [-4.047, 4.058, 1.429], [-4.330, 2.285, 1.257]]}



Entry 4:
{"formula": "C36H39N7Tl", "method": "ωB97M-V/def2-TZVPD", "homo_ev": -10.92, "gap_ev": 8.22, "total_charge": 1, "e_above_lowest_kcal_mol": 1.2, "e_tot_ev": -53087.5976, "elements": ["Tl", "C", "N", "C", "C", "N", "C", "C", "C", "C", "C", "C", "N", "C", "N", "C", "C", "C", "C", "C", "C", "N", "H", "H", "H", "H", "H", "H", "H", "H", "H", "H", "H", "H", "H", "H", "H", "C", "C", "C", "C", "C", "C", "C", "C", "N", "C", "C", "C", "C", "N", "C", "C", "C", "C", "C", "C", "C", "C", "H", "H", "H", "H", "H", "H", "H", "H", "H", "H", "H", "H", "H", "H", "H", "H", "H", "H", "H", "H", "H", "H", "H", "H"], "xyz": [[0.534, 0.546, -1.530], [-0.117, 1.705, 1.900], [0.494, 0.546, 1.280], [1.658, -0.014, 1.936], [2.702, -0.448, 0.952], [2.781, -0.052, -0.287], [3.919, -0.668, -0.805], [4.483, -0.603, -2.077], [5.623, -1.346, -2.311], [6.208, -2.129, -1.303], [5.669, -2.192, -0.033], [4.515, -1.450, 0.185], [3.706, -1.292, 1.299], [-0.486, 2.755, 0.895], [-0.027, 2.825, -0.323], [-0.595, 3.974, -0.871], [-0.461, 4.531, -2.141], [-1.170, 5.684, -2.413], [-1.991, 6.285, -1.446], [-2.125, 5.750, -0.180], [-1.413, 4.586, 0.078], [-1.325, 3.777, 1.200], [0.593, 2.152, 2.601], [-1.011, 1.459, 2.485], [-0.184, -0.158, 1.012], [1.423, -0.868, 2.584], [2.102, 0.747, 2.583], [4.049, 0.013, -2.854], [6.086, -1.318, -3.288], [7.106, -2.689, -1.526], [6.121, -2.792, 0.744], [3.793, -1.775, 2.178], [0.181, 4.079, -2.887], [-1.087, 6.142, -3.389], [-2.524, 7.192, -1.699], [-2.757, 6.215, 0.566], [-1.854, 3.871, 2.051], [-3.317, -0.148, 2.439], [-3.618, 0.883, 1.383], [-4.483, 1.937, 1.657], [-4.821, 2.856, 0.675], [-4.302, 2.716, -0.602], [-3.430, 1.680, -0.917], [-2.903, 1.535, -2.318], [-3.084, 0.782, 0.092], [-2.116, -0.234, -0.153], [-2.490, -1.423, -0.386], [-3.911, -1.863, -0.579], [-1.411, -2.493, -0.408], [-1.844, -3.913, -0.624], [-0.219, -2.114, -0.192], [0.806, -3.085, -0.001], [0.989, -3.601, 1.286], [0.036, -3.270, 2.404], [2.056, -4.466, 1.504], [2.908, -4.821, 0.470], [2.688, -4.319, -0.803], [1.638, -3.445, -1.062], [1.404, -2.938, -2.457], [-3.561, 0.233, 3.430], [-2.269, -0.455, 2.436], [-3.909, -1.054, 2.288], [-4.911, 2.020, 2.649], [-5.501, 3.668, 0.896], [-4.578, 3.421, -1.377], [-3.617, 1.942, -3.033], [-2.714, 0.495, -2.585], [-1.969, 2.086, -2.446], [-4.596, -1.021, -0.521], [-4.194, -2.600, 0.174], [-4.029, -2.345, -1.551], [-2.378, -4.007, -1.571], [-2.535, -4.229, 0.160], [-0.992, -4.588, -0.632], [-0.267, -2.221, 2.395], [0.483, -3.492, 3.372], [-0.882, -3.860, 2.332], [2.204, -4.877, 2.496], [3.731, -5.499, 0.648], [3.342, -4.606, -1.617], [1.796, -3.646, -3.186], [1.918, -1.989, -2.621], [0.346, -2.782, -2.673]]}



Entry 5:
{"formula": "C36H40BNP2Sr", "method": "ωB97M-V/def2-TZVPD", "homo_ev": -7.93, "gap_ev": 6.16, "total_charge": 0, "e_above_lowest_kcal_mol": 0.0, "e_tot_ev": -59556.2866, "elements": ["Sr", "C", "C", "C", "C", "C", "C", "C", "C", "C", "H", "H", "H", "H", "H", "H", "H", "H", "H", "H", "H", "H", "H", "H", "H", "P", "P", "C", "C", "C", "C", "C", "C", "C", "C", "C", "C", "C", "C", "C", "C", "C", "C", "C", "C", "C", "C", "C", "C", "C", "C", "C", "C", "H", "H", "H", "H", "H", "H", "H", "H", "H", "H", "H", "H", "H", "H", "H", "H", "H", "H", "H", "H", "H", "H", "B", "C", "N", "H", "H", "H"], "xyz": [[2.817, 5.318, -0.801], [6.425, 2.060, -1.971], [5.325, 1.330, -2.163], [4.913, 0.117, -1.421], [4.040, 0.356, -0.150], [4.530, 1.361, 0.839], [5.784, 1.779, 1.052], [6.990, 1.225, 0.386], [7.443, 1.937, -0.903], [3.170, 4.971, 1.684], [6.622, 2.882, -2.653], [4.615, 1.595, -2.951], [5.763, -0.536, -1.182], [4.256, -0.465, -2.088], [3.008, 0.655, -0.459], [3.964, -0.631, 0.355], [3.723, 1.791, 1.447], [5.964, 2.568, 1.792], [6.879, 0.136, 0.223], [7.808, 1.360, 1.123], [7.815, 2.942, -0.644], [8.298, 1.356, -1.276], [3.740, 5.925, 1.781], [3.638, 4.324, 2.458], [2.159, 5.187, 2.103], [-3.881, -1.012, -1.559], [-3.882, -1.114, 1.823], [-3.512, -2.489, -0.596], [-3.497, -2.522, 0.767], [-4.868, -1.749, -2.953], [-4.766, -3.082, -3.369], [-5.518, -3.548, -4.459], [-6.381, -2.679, -5.134], [-6.514, -1.350, -4.709], [-5.778, -0.894, -3.611], [-2.248, -0.693, -2.338], [-1.229, -0.223, -1.493], [0.054, -0.007, -2.000], [0.332, -0.273, -3.355], [-0.694, -0.729, -4.198], [-1.989, -0.926, -3.695], [-5.115, -2.008, 2.915], [-6.346, -2.368, 2.335], [-7.286, -3.119, 3.048], [-6.993, -3.513, 4.367], [-5.785, -3.137, 4.973], [-4.856, -2.369, 4.246], [-2.427, -1.057, 2.940], [-2.223, 0.155, 3.632], [-1.170, 0.271, 4.540], [-0.296, -0.810, 4.752], [-0.479, -2.003, 4.033], [-1.533, -2.118, 3.112], [-3.251, -3.396, -1.157], [-3.306, -3.467, 1.304], [-4.100, -3.778, -2.867], [-5.424, -4.585, -4.767], [-6.956, -3.035, -5.983], [-7.191, -0.670, -5.225], [-5.891, 0.135, -3.259], [-1.441, -0.046, -0.434], [0.844, 0.374, -1.353], [1.343, -0.117, -3.748], [-0.486, -0.923, -5.245], [-2.768, -1.278, -4.363], [-6.560, -2.071, 1.304], [-8.238, -3.404, 2.587], [-7.711, -4.112, 4.926], [-5.554, -3.435, 5.997], [-3.922, -2.076, 4.716], [-2.901, 0.996, 3.468], [-1.032, 1.197, 5.100], [0.520, -0.723, 5.473], [0.190, -2.843, 4.198], [-1.645, -3.044, 2.556], [7.901, 6.148, -0.599], [6.448, 5.587, -0.684], [5.311, 5.275, -0.777], [7.863, 7.366, -0.476], [8.555, 5.983, -1.617], [8.591, 5.763, 0.328]]}